The ion C26H44BF9N3O5S with charge +1, computed with ωB97M-V with the def2-TZVPD basis set.

The calculation puts the energy at -78328.5004 eV. The SMILES is CCCCCCCCCCc1c(B(N)O)n(CCCCC(F)(F)C(F)(F)S(F)(F)(F)(F)F)c(CCCC(=O)O)[n+]1CCC(=O)O. As for the total charge: +1. As for the spin multiplicity: 1.

Each line ends with the Löwdin charge.
Positions of all 89 atoms, in Å:
F 0.313 -4.850 5.118  -0.1822
C 1.425 1.328 -1.245  -0.0255
C -3.354 -0.419 -3.952  -0.2108
O 4.085 -1.426 -2.680  0.0028
H -0.416 -0.697 -1.754  0.0911
C -4.472 2.336 -2.481  -0.2349
H 0.174 -3.623 0.702  0.1283
C 4.828 1.394 2.565  -0.0938
C 6.018 0.271 2.242  -0.2646
F -1.655 -3.833 6.305  -0.1657
F -1.725 -4.193 2.367  0.0109
H 0.401 -1.737 0.779  0.1052
H 1.830 2.162 3.142  0.1188
F -1.295 -6.031 3.664  -0.2070
C -4.465 -0.302 -2.714  -0.2054
H 0.710 3.899 2.449  0.1357
C 3.573 0.731 3.384  -0.1768
F -0.823 -1.228 2.967  -0.0336
H 3.562 1.261 4.455  0.1412
C -1.066 2.312 2.336  -0.2555
C -0.264 -2.438 3.682  -0.1951
O -0.855 2.024 3.651  -0.0259
H -5.345 1.154 -4.255  0.1116
H -4.990 2.729 -1.488  0.1263
H -1.955 0.655 1.630  0.1191
O -2.089 1.644 1.512  0.0119
H -1.231 -1.393 -4.302  0.1110
H -6.422 0.995 -2.608  0.1121
N 1.301 1.847 0.168  -0.0018
H -4.229 5.567 -2.532  0.0859
H 1.292 0.352 3.229  0.1221
H -2.596 5.153 -3.526  0.0728
H 3.696 -0.423 3.624  0.1119
H -0.252 3.191 -0.545  0.1408
H 1.783 1.896 -3.514  0.1370
C 2.083 1.096 2.735  -0.0917
F -3.124 -5.033 4.835  -0.1930
H 1.474 -3.938 3.027  0.1419
H 4.182 -1.630 -0.064  0.1387
C -1.106 0.001 -2.393  -0.1966
C 1.055 -2.875 2.773  -0.0705
C 1.981 0.899 1.121  0.0255
H -3.815 -1.228 -4.700  0.1250
C -4.238 3.546 -3.593  -0.2547
H -2.920 4.278 -1.820  0.0648
F 0.158 -1.928 5.012  0.0192
H 4.644 -0.607 -2.859  0.1238
H 1.913 -2.099 3.064  0.1225
C 2.257 -0.080 -1.258  0.0714
O 6.399 -0.516 3.276  -0.0171
C 2.343 -2.890 0.471  -0.1350
C 0.916 1.871 -2.698  -0.1329
S -1.389 -4.876 4.974  1.0895
F -1.402 -6.193 6.080  -0.1691
H 2.268 -3.264 -0.639  0.1242
C -0.129 3.498 1.707  -0.0779
H 1.366 4.013 -0.040  0.1653
H -3.391 1.976 -2.170  0.0773
F -2.737 -2.752 3.972  0.0054
C 3.229 -1.496 0.643  -0.1410
H 5.354 2.188 3.281  0.1438
C -5.350 1.067 -3.073  -0.1972
B 2.655 -0.976 -2.574  -0.4179
H -1.885 0.479 -1.662  0.0875
H 4.499 2.000 1.612  0.1214
C 0.599 3.161 0.292  -0.1442
C -1.472 -3.532 3.696  -0.2076
H -3.557 3.168 -4.473  0.0981
H 0.577 3.007 -2.552  0.1162
H -5.122 -1.278 -2.706  0.1124
N 1.724 -1.439 -3.679  0.1198
H -3.243 0.574 -4.559  0.0990
C 0.826 -2.759 1.157  -0.1649
H 2.918 -3.715 1.100  0.1346
H -1.142 1.877 -3.685  0.1196
N 2.504 -0.243 0.224  -0.0119
C -3.423 4.744 -2.793  -0.1504
H -2.186 -2.018 -2.800  0.1167
C -0.332 1.058 -3.371  -0.1948
H -0.010 0.550 -4.400  0.1132
H 3.639 -1.508 1.736  0.1144
H 1.794 -0.678 -4.416  0.0923
H 2.132 -2.284 -4.179  0.1092
C -1.937 -1.036 -3.410  -0.2132
H 6.371 -0.734 0.572  0.1146
H -0.840 4.436 1.518  0.1556
H -3.965 -0.218 -1.658  0.0955
H -5.309 3.867 -3.959  0.1170
O 6.670 0.159 0.924  -0.0115

---

A structure of composition C26H44BrCeNOP2, computed with ωB97M-V with the def2-TZVPD basis set.

The calculation puts the energy at -132716.5227 eV. As for the total charge: +4. As for the spin multiplicity: 1.

Each line ends with the Löwdin charge.
Positions of all 76 atoms, in Å:
C -4.083 -0.287 1.480  0.0053
N -4.947 -0.794 3.645  0.1523
C -3.102 0.521 2.091  -0.2264
C 1.516 1.010 -2.408  -0.3612
H 2.462 -4.627 1.326  0.1119
C 3.229 -0.703 -0.661  -0.3565
C 3.397 3.065 -0.815  -0.0900
P 1.941 0.613 -0.678  0.9263
H 2.211 -3.764 -0.208  0.0794
H -3.716 -3.606 2.249  0.1046
P -0.680 -2.914 0.171  0.8367
H 4.818 0.294 -1.772  0.0789
H 0.148 -4.006 2.101  0.1043
H 3.250 1.840 0.982  0.1088
C -1.507 2.154 -1.060  -0.2126
H -1.493 2.967 -4.357  0.1374
H 0.106 -5.063 0.619  0.1336
H 2.232 1.633 4.270  0.1311
H -1.049 -0.904 -2.309  0.0340
H -2.514 0.247 -0.659  0.1225
C -5.017 -0.897 2.328  -0.0693
C 4.668 -0.217 -0.810  -0.0902
H -5.834 -1.451 1.886  0.1416
C 0.402 -4.074 1.026  -0.3361
H 0.715 0.309 -2.690  0.0678
H 3.113 -1.216 0.310  0.0648
H 3.726 3.937 -0.229  0.1125
H 4.289 2.566 -1.222  0.0845
H 1.762 2.680 0.526  0.0582
C 1.910 -3.804 0.850  -0.1072
C -2.139 1.165 -0.166  -0.1318
H 3.469 1.566 -3.204  0.0796
C -0.499 4.042 -2.785  -0.6026
C 1.333 1.733 3.662  0.0222
H -0.505 3.281 0.528  0.1246
H 3.000 -1.465 -1.430  0.0995
C -2.401 -3.311 0.558  -0.3403
H -2.286 1.159 -2.816  0.1448
H -3.044 -2.526 0.112  0.0771
C -0.704 3.192 -0.549  -0.0122
H -2.181 1.092 4.011  0.1301
H 2.765 3.437 -1.637  0.0789
C -3.972 -0.109 4.225  -0.0555
H -1.058 -2.177 -3.514  0.1125
H 2.274 1.093 -4.439  0.1107
C -1.254 2.991 -3.304  -0.0564
H -2.585 -4.283 0.056  0.1316
H 0.300 5.032 -1.047  0.1386
H 0.677 -2.777 -1.807  0.0906
C 2.647 0.872 -3.424  -0.0858
H 2.285 -2.876 1.322  0.0643
H -3.993 -0.043 5.304  0.1423
H 1.374 2.675 3.163  0.0944
C -1.708 2.012 -2.447  0.0085
H -2.036 -4.136 2.563  0.0886
O 1.143 0.666 2.649  -0.2144
H 3.039 -0.155 -3.430  0.0868
H -2.466 -2.423 2.616  0.0630
H 4.943 0.468 0.004  0.0899
C 2.629 2.133 0.114  -0.3542
H -0.630 -4.026 -1.871  0.1275
H 5.351 -1.080 -0.776  0.1134
H -2.333 -2.133 -2.278  0.0935
C -0.402 -2.969 -1.646  -0.3205
C -2.979 0.539 3.500  0.0341
C -1.260 -1.982 -2.455  -0.1060
H 0.577 1.193 1.996  -0.0282
C -2.657 -3.371 2.077  -0.1072
H -1.518 2.030 1.770  0.1365
H 0.461 1.771 4.280  0.0946
C -0.232 4.160 -1.426  -0.0733
H -4.171 -0.400 0.398  0.1231
H 1.038 2.001 -2.472  0.0635
Br 0.167 5.383 -3.980  0.9536
Ce -0.211 -0.280 0.768  1.1381
C -2.199 1.328 1.244  -0.1151

---

A structure of composition C26H44BrCrN2O3PSi, computed with ωB97M-V with the def2-TZVPD basis set.

The calculation puts the energy at -152430.2604 eV. As for the spin multiplicity: 5.

Each line ends with the Löwdin spin population.
Positions of all 79 atoms, in Å:
H 1.281 0.303 -1.630  0.0026
H -4.815 -3.875 -0.084  0.0000
H 3.119 -0.782 2.479  0.0001
H 2.823 -3.179 2.553  0.0000
C 2.577 1.552 1.169  0.0014
C -0.575 -4.557 0.569  0.0015
C 0.699 5.328 -0.199  0.0031
C -1.846 -5.023 1.313  0.0012
C 3.005 -1.282 1.512  0.0004
H 2.260 2.802 2.908  0.0003
H -0.873 0.023 -1.217  0.0205
C 2.165 -0.218 -1.245  0.0067
H 0.773 6.410 -0.329  0.0004
H 1.265 -2.202 -1.129  0.0010
H -3.292 -1.940 -0.949  0.0001
O -4.577 0.475 0.092  0.0091
H 0.360 5.380 3.054  0.0000
C -0.606 5.607 2.596  0.0024
H -3.566 -3.321 -1.990  0.0001
C 3.371 0.447 -1.903  0.0006
H -1.653 0.889 -5.160  0.0001
H 0.260 -4.489 1.264  0.0000
C -3.812 0.965 -2.545  0.0008
H 4.382 -2.292 0.166  0.0000
H 4.320 0.073 -1.520  0.0001
H -2.410 6.533 0.129  0.0002
H 2.996 -2.211 -1.496  0.0001
C -2.028 0.809 -4.147  0.0017
O -2.508 -0.104 0.691  0.0307
C -0.565 1.784 0.935  -0.0258
H 2.280 -3.230 0.874  0.0001
C -2.373 5.441 0.108  0.0020
H -0.704 6.694 2.546  0.0003
H -3.850 -5.691 1.011  0.0000
Br -4.551 1.530 -5.249  0.0000
H 1.832 -1.749 -2.737  0.0001
O -0.610 -2.181 0.552  0.0399
H 1.246 1.371 2.898  0.0036
P 1.884 -0.086 0.608  0.0214
C -3.389 0.322 -0.139  0.0081
H -1.637 -5.998 1.756  0.0002
C 2.057 -1.686 -1.671  0.0015
C -0.914 -3.221 -0.018  0.0183
C -1.599 0.335 -1.970  0.0307
C 2.240 1.740 2.658  0.0030
H 2.978 1.236 3.287  0.0000
H -1.385 5.234 3.264  0.0001
H -2.037 -4.325 2.132  0.0000
H 4.239 2.883 1.300  0.0001
H 1.981 2.267 0.598  -0.0004
H -2.915 -5.656 -0.472  0.0000
H 3.336 1.529 -1.793  0.0001
C 2.299 -2.616 1.777  0.0020
H 4.397 1.771 -0.052  0.0000
Si -0.771 4.826 0.885  0.0169
H -0.323 -5.268 -0.221  0.0004
C 4.398 -1.504 0.918  -0.0009
H -1.546 -4.176 -1.604  0.0002
H -4.840 1.161 -2.272  0.0002
N -1.155 0.451 -3.212  0.0046
C -3.755 -3.741 0.135  0.0004
C -3.117 -5.106 0.454  0.0001
H 1.272 -2.460 2.107  0.0028
H 1.639 4.978 0.236  0.0001
Cr -0.558 -0.178 0.764  3.6960
H 3.338 0.226 -2.973  0.0001
C -3.358 1.067 -3.846  -0.0005
H -2.467 5.118 -0.930  0.0000
C 4.064 1.853 0.978  -0.0005
H 4.798 -0.601 0.462  -0.0001
H -3.699 -3.108 1.026  0.0001
H 0.603 4.876 -1.189  0.0002
H 4.689 1.210 1.600  0.0000
C -0.705 2.998 0.963  0.0769
C -2.904 0.582 -1.567  0.0032
H 5.092 -1.815 1.702  -0.0001
C -3.117 -3.001 -1.051  0.0015
N -1.670 -3.273 -1.169  0.0079
H -3.243 5.065 0.650  0.0001

---

A structure of composition C26H44BrN3NiP2S, computed with ωB97M-V with the def2-TZVPD basis set.

The calculation puts the energy at -172627.7331 eV. As for the total charge: +2. As for the spin multiplicity: 3.

Each line ends with the Löwdin spin population.
Positions of all 78 atoms, in Å:
H -4.912 2.327 -4.618  -0.0026
C 0.077 2.984 -0.872  -0.0275
H -0.809 -4.934 2.361  -0.0002
C -0.406 0.380 3.524  0.0014
H -3.126 -1.718 -1.131  0.0004
C -3.856 -1.632 0.929  0.0038
H -2.838 1.917 0.531  0.0170
H -1.825 0.248 -1.769  0.0055
H 1.723 2.026 -4.246  0.0007
H 5.156 -1.149 -1.637  0.0031
H 0.872 -2.512 -0.810  0.0011
C 1.973 3.151 -2.415  -0.0295
H 3.020 0.289 -1.411  0.0043
H -0.501 1.113 -3.623  -0.0010
H 1.144 1.672 3.338  0.0005
H 3.417 1.445 2.175  0.0012
C -3.741 2.303 -1.383  0.0196
C 5.117 1.900 0.896  0.0179
C 1.294 2.281 -3.286  0.0073
H 5.122 2.964 1.165  0.0000
H 1.886 -0.644 2.384  0.0153
H 1.385 0.416 4.534  0.0001
H -1.860 -0.887 4.163  -0.0001
N -5.409 3.727 -3.155  0.0995
H -0.446 3.342 0.019  0.0008
H 5.868 1.399 1.522  0.0025
P 3.646 -0.473 0.774  0.5962
H -0.226 -0.978 -2.526  0.0005
C 3.113 -0.707 -0.940  0.0870
C -4.786 2.624 -3.570  -0.0178
H 3.911 -1.145 3.774  0.0005
C -4.522 3.418 -0.956  0.0982
N 0.880 0.755 3.712  0.0011
H -1.138 -4.798 0.619  0.0000
C -0.185 -2.630 -1.097  0.0090
P -1.145 -1.818 0.243  0.0013
H -4.462 3.790 0.069  0.0037
H 2.119 -1.171 -0.929  0.0100
C 4.139 -1.569 -1.698  0.0242
H 2.962 1.780 0.475  0.0158
C -3.964 1.866 -2.724  0.0930
H -3.050 -3.274 -0.275  0.0001
C 0.072 1.710 -2.906  -0.0283
H 4.368 -2.487 2.720  0.0046
Ni -0.891 0.286 0.524  0.4264
C 3.712 1.303 1.123  0.0891
H -1.448 -2.233 -2.854  0.0001
H -3.469 0.979 -3.113  0.0038
C -2.734 1.716 -0.532  0.4274
C 3.508 -1.932 3.120  0.0209
C 1.321 3.544 -1.232  0.0104
C -0.766 -2.896 1.678  0.0012
H 0.333 -2.928 1.744  0.0008
H -4.155 -2.401 1.658  0.0004
C -0.420 -2.061 -2.496  0.0019
H -2.404 -4.362 1.809  0.0000
H 3.878 -1.643 -2.763  0.0007
Br 3.710 3.707 -2.725  -0.0100
S -1.393 1.260 2.463  0.0251
H -5.840 5.035 -1.600  -0.0027
C -2.917 -2.184 -0.151  0.0010
C -1.565 1.045 -1.072  -0.1283
H 1.812 4.254 -0.573  0.0012
H 2.927 -2.626 3.744  0.0003
H -0.277 -1.192 4.844  0.0001
C 2.636 -1.350 1.986  0.0951
H 2.120 -2.165 1.455  0.0008
C -0.455 1.932 -1.624  0.0081
N -0.853 -0.749 4.125  -0.0031
H 5.445 1.832 -0.150  0.0005
H 0.268 -2.546 -3.208  0.0001
H -1.116 -2.374 2.584  0.0006
C -5.302 4.119 -1.884  -0.0170
H -0.419 -3.705 -1.068  0.0013
C -1.322 -4.327 1.598  0.0007
H -4.768 -1.253 0.450  0.0003
H 4.183 -2.587 -1.289  0.0013
H -3.391 -0.796 1.481  0.0016

---

Which value of energy does entry 1 give? -78328.5004 eV